[1]
ORCA calculation (the ωB97M-V functional and the def2-TZVPD basis) on C40H47F3InN4O6P2 as an isolated structure at a distorted geometry.

Computed properties:
frontier orbital gap = 0.2489 hartree
charge = +1
max |F| = 3.631 eV/A

```
103
Properties=species:S:1:pos:R:3:mulliken_charge:R:1
In 0.49633 -0.44341 0.26494 1.909
C -2.15946 0.94992 4.79262 -0.726
O -0.69878 1.11057 4.88259 -0.534
C -0.23549 1.12019 3.60174 0.320
N -1.11693 1.07814 2.71135 1.179
C -2.46801 1.03989 3.25614 0.552
C -3.23940 2.28911 2.82698 -0.159
C -4.32612 2.12865 1.97610 -0.192
C -4.88552 3.17589 1.31436 -0.723
C -4.38941 4.44800 1.53872 -0.461
C -3.39436 4.66073 2.47838 -0.745
C -2.79225 3.57942 3.10195 -0.520
C 1.18480 1.29950 3.44074 -1.615
C 1.97408 1.74377 4.47740 -0.742
C 3.33313 1.61927 4.37217 -1.018
C 3.87332 1.17165 3.21439 -0.540
C 3.03097 0.74217 2.19221 -0.097
N 1.70270 0.82314 2.29469 1.206
C 3.53142 0.16635 0.92323 -0.087
N 2.77133 -0.33020 0.02095 0.220
C 3.69617 -1.26347 -0.78956 -0.390
C 5.09445 -0.67280 -0.47607 -0.335
O 4.87326 -0.03995 0.80545 -0.444
C 3.49064 -1.36236 -2.30093 0.573
C 3.60650 -0.27064 -3.11866 0.029
C 3.49611 -0.41531 -4.51575 -0.986
C 3.31595 -1.67799 -5.08313 -0.642
C 3.32093 -2.80714 -4.23612 -0.683
C 3.38157 -2.65509 -2.86218 -0.441
H -2.63769 1.77238 5.27887 0.417
H -2.37172 -0.00532 5.29431 0.337
H -2.92272 0.08234 2.96212 0.441
H -4.73002 1.10246 1.75189 0.299
H -5.68869 3.02389 0.56033 0.429
H -4.78881 5.27861 1.00073 0.429
H -3.13054 5.71119 2.68421 0.384
H -1.97981 3.72364 3.77155 0.521
H 1.60131 2.06760 5.43512 0.600
H 3.90240 1.96659 5.23455 0.459
H 4.91490 0.99575 3.12553 0.651
H 3.61537 -2.26612 -0.34094 0.337
H 5.49190 0.02354 -1.17558 0.417
H 5.82721 -1.50009 -0.29142 0.253
H 3.74712 0.75274 -2.72216 0.319
H 3.47199 0.42962 -5.15959 0.463
H 3.23672 -1.74282 -6.16592 0.419
H 3.11304 -3.76433 -4.69249 0.416
H 3.15960 -3.53207 -2.27186 0.479
O 1.04813 -2.80088 -1.22694 -0.690
C 0.34013 -2.15510 -1.99411 0.492
O 0.10027 -0.87253 -1.77967 -0.496
C -0.37481 -2.78203 -3.19499 0.372
C 0.05774 -4.09928 -3.51680 -0.891
C -0.65936 -4.73958 -4.47160 -0.852
C -1.69845 -4.15845 -5.14673 -0.724
C -2.09163 -2.86183 -4.84191 -0.152
C -1.41186 -2.11202 -3.88332 -0.044
N -3.21423 -2.20263 -5.52121 1.038
O -3.18684 -0.99102 -5.43756 -0.583
O -4.03733 -2.88342 -6.10934 -0.587
H 0.96213 -4.46743 -3.05691 0.598
H -0.39842 -5.78476 -4.72872 0.371
H -2.22096 -4.76651 -5.87040 0.488
H -1.54735 -1.02929 -3.76606 0.511
F -1.78441 -2.73542 -0.32298 -0.236
C -1.80287 -2.64327 1.00166 -0.521
F -2.61701 -1.53292 1.16344 -0.161
F -2.47986 -3.77988 1.44593 -0.340
C 0.49278 -4.15881 1.31066 -1.607
P 0.06316 -2.53439 1.93342 2.050
C -0.82757 -2.20529 3.48705 -1.309
C 1.78760 -2.49506 2.81536 -1.663
H 0.19430 -4.96741 1.99117 0.345
H 1.51872 -4.17460 1.09742 0.579
H -0.04277 -4.35782 0.35433 0.330
H -0.26422 -2.72597 4.28167 0.560
H -1.78805 -2.67947 3.54098 0.679
H -1.00455 -1.16535 3.74997 0.137
H 1.90258 -3.39048 3.44797 0.604
H 1.88802 -1.64338 3.54869 0.255
H 2.54863 -2.45050 2.02901 0.262
C -3.34049 2.29166 -1.43846 -1.787
C -2.34992 1.29808 -0.85612 0.337
P -0.64512 1.94101 -0.35852 0.806
C -0.92334 3.45182 0.46177 0.966
C 0.19540 4.06445 1.29234 -1.571
C -0.10297 2.46856 -2.03600 -0.424
C 1.14912 3.28398 -2.07290 -1.445
H -4.35572 1.85658 -1.69483 0.323
H -3.00396 2.58070 -2.44776 0.427
H -3.44242 3.15209 -0.83318 0.396
H -2.15321 0.47563 -1.50926 0.330
H -2.77178 0.77351 0.04744 -0.341
H -1.78131 3.23902 1.00652 -1.439
H -1.20314 4.13043 -0.34172 0.947
H 0.12374 5.14822 1.25872 0.409
H 1.13099 3.82139 0.92917 0.414
H 0.13768 3.80195 2.33510 0.287
H -0.97400 2.99599 -2.41712 0.458
H 0.06844 1.63013 -2.68321 0.160
H 1.99010 2.94603 -1.46422 0.192
H 0.98856 4.34216 -1.77486 0.344
H 1.51226 3.32574 -3.11638 0.423
```

[2]
ORCA calculation (the ωB97M-V functional and the def2-TZVPD basis) on an isolated ion of composition C7H5Cl2N2 and charge +1 at a distorted geometry.

Computed properties:
frontier orbital gap = 0.2835 hartree
charge = +1
SMILES = N#[N+]C(Cl)(Cl)c1ccccc1
max |F| = 6.731 eV/A

```
16
Properties=species:S:1:pos:R:3:nbo_charge:R:1
N 3.99686 -0.46411 -2.32459 0.393
N 3.52585 -0.87742 -1.40755 0.094
C 2.80679 -1.36927 -0.33400 0.042
Cl 2.64659 -3.04120 -0.75042 0.174
Cl 4.11096 -1.05325 0.98108 0.085
C 1.47486 -0.74227 -0.14141 -0.178
C 1.30245 0.55935 0.40061 -0.146
C 0.07217 1.10556 0.60891 -0.215
C -1.05421 0.39703 0.06858 -0.078
C -0.85625 -0.87695 -0.57353 -0.227
C 0.31280 -1.40650 -0.69144 -0.157
H 2.25293 0.99784 0.89653 0.241
H -0.14709 1.94916 1.20841 0.249
H -2.06350 0.59432 0.36017 0.234
H -1.81076 -1.39899 -0.71933 0.247
H 0.43148 -2.48539 -1.02043 0.242
```